Entry from the Open Molecules 2025 dataset: a 10-piece molecular cluster, C22H64N2O10 overall at a distorted geometry (wB97M-V/def2-TZVPD).

```
98
Properties=species:S:1:pos:R:3
C -5.38423 -1.21444 0.31275
C -4.13346 -1.00572 1.14688
O -4.35303 -1.47429 2.49873
H -5.20777 -0.99564 -0.74038
H -6.12288 -0.46770 0.60408
H -5.76953 -2.23383 0.33520
H -3.96267 0.07048 1.17381
H -3.32442 -1.54262 0.65161
H -3.52405 -1.46617 2.98280
C 0.40865 -1.65786 -3.33241
C 1.82076 -1.54755 -2.69503
O 1.87797 -1.06403 -1.38254
H 0.12990 -0.71880 -3.81048
H -0.30942 -1.80223 -2.52518
H 0.19894 -2.45922 -4.04090
H 2.48523 -0.88209 -3.24615
H 2.31348 -2.51983 -2.69681
H 2.78974 -0.91975 -1.11900
C 2.70589 -4.61322 0.05948
C 2.34340 -3.32911 0.88594
O 1.01923 -2.93444 0.73586
H 3.11833 -4.40035 -0.92676
H 1.84396 -5.24749 -0.14758
H 3.43798 -5.29466 0.49284
H 3.01660 -2.52141 0.59868
H 2.48563 -3.64617 1.91906
H 0.93561 -2.34129 -0.01433
C 0.28025 4.15262 4.89354
C -0.30826 2.90998 4.26872
O -0.25154 1.89380 5.22794
H 1.26367 4.08269 5.35840
H -0.42994 4.46861 5.65766
H 0.36965 5.04173 4.26936
H 0.15307 2.55327 3.34784
H -1.33462 3.21642 4.06677
H 0.61645 1.49311 5.14049
C -0.41003 2.20019 -4.83310
C -0.90220 3.61616 -4.82792
O 0.12816 4.52552 -4.56615
H 0.22353 1.97155 -3.97612
H 0.24888 2.03287 -5.68512
H -1.25282 1.50897 -4.82975
H -1.64752 3.69108 -4.03609
H -1.39811 3.76179 -5.78759
H 0.54594 4.15673 -3.78445
C 1.68492 5.92976 -2.24441
C 1.35737 4.72666 -1.38683
O 1.11396 3.66149 -2.16114
H 2.45204 5.63262 -2.95949
H 2.10239 6.70996 -1.60794
H 0.81283 6.36606 -2.73145
H 0.49437 4.97654 -0.76965
H 2.12604 4.39526 -0.68868
H 1.07054 2.91002 -1.56531
C -1.06445 -2.43077 4.17158
O -1.93149 -1.71406 3.69010
N -1.04350 -2.70912 5.40876
N -0.01052 -2.88040 3.56914
H -1.77017 -2.22652 5.91782
H -0.15299 -2.84530 5.86543
H 0.70737 -3.26116 4.16893
H 0.13738 -2.69318 2.58772
C -1.31416 0.04629 -0.91935
C -0.42631 0.97279 -0.01752
C -0.04160 0.37826 1.31532
O 0.70211 1.29994 -0.73524
H -1.24640 0.29307 -1.97888
H -2.31272 0.22592 -0.52097
H -1.13021 -1.00432 -0.69467
H -0.94783 1.91384 0.15726
H -0.88780 0.19783 1.97826
H 0.59713 1.03798 1.90260
H 0.53769 -0.52630 1.13015
H 1.03089 0.44593 -1.02536
C -3.14871 -3.21005 -5.27237
C -2.65204 -3.75762 -3.96912
C -2.90038 -2.96901 -2.68335
O -3.18880 -5.06943 -3.80423
H -4.08396 -2.67545 -5.10620
H -3.26838 -3.86107 -6.13837
H -2.43275 -2.47862 -5.64722
H -1.58559 -3.96726 -4.05179
H -2.25869 -3.33678 -1.88269
H -3.91623 -3.11619 -2.31664
H -2.82024 -1.88475 -2.76126
H -4.14776 -5.02555 -3.81242
C 3.64476 1.90007 2.26777
C 3.44892 0.89429 3.43123
C 4.79156 0.34599 3.87464
O 2.88358 1.55684 4.52258
H 2.71651 2.25255 1.81808
H 4.21014 1.43432 1.46061
H 4.17280 2.81597 2.53310
H 2.89692 0.00261 3.13405
H 4.69355 -0.35923 4.69996
H 5.58294 1.07167 4.06230
H 5.12859 -0.25491 3.03000
H 2.85153 0.81494 5.13098
```

The HOMO energy comes out at -9.278 eV. Its HOMO-LUMO gap is 9.15 eV. As for the lowest unoccupied orbital energy: -0.127 eV. The SMILES is NC(N)=O.CC(C)O.CC(C)O.CC(C)O.CCO.CCO.CCO.CCO.CCO.CCO. The energy above the lowest of the compared OMol25 structures with the same formula, charge and spin is 44.4 kcal per mole. The charge is 0. The maximum force comes out at 6.73 eV/Å.

=====

Entry from the Open Molecules 2025 dataset: a 9-piece molecular cluster, C22H64N2O16 overall at a distorted geometry (wB97M-V/def2-TZVPD).

```
104
Properties=species:S:1:pos:R:3
C 1.45969 -5.66922 1.89289
C 1.18236 -7.08729 1.57544
C -0.29046 -7.57874 1.88888
O -0.88781 -6.95257 2.98665
C -0.60619 -7.42256 4.35611
N 1.38634 -7.20278 0.12639
H 2.27716 -5.20246 1.34337
H 1.77651 -5.49958 2.92194
H 0.62485 -5.05186 1.56122
H 2.01922 -7.60203 2.04748
H -0.43011 -8.65888 1.93240
H -0.90406 -7.18432 1.07892
H -0.86783 -6.68754 5.11728
H 0.45799 -7.65674 4.32812
H -0.87555 -8.47678 4.42070
H 0.69983 -6.61653 -0.32649
H 1.13023 -8.09429 -0.27325
C 4.93790 -1.31773 4.92724
C 4.35339 -0.65271 3.66654
C 4.83063 -1.07553 2.25434
O 6.11808 -0.41624 2.12962
C 6.72050 -0.81477 0.92619
N 2.91607 -0.92135 4.01019
H 4.80639 -2.39950 4.95127
H 4.58733 -0.91556 5.87775
H 6.01739 -1.16802 4.94700
H 4.50024 0.42488 3.73958
H 4.16438 -0.72052 1.46809
H 4.94438 -2.13706 2.03454
H 7.19235 -1.78953 1.04987
H 7.57025 -0.18643 0.65934
H 6.13455 -0.87189 0.00886
H 2.93638 -1.91804 4.17235
H 2.73396 -0.67119 4.97162
C 4.40028 5.84981 2.15728
C 2.97863 5.26033 1.82939
O 2.39936 5.95301 0.77401
O 4.34208 7.24259 2.06488
H 5.18539 5.52767 1.47322
H 4.62043 5.49233 3.16318
H 2.23545 5.25525 2.62674
H 3.10026 4.23430 1.48216
H 1.43974 5.92667 0.76729
H 4.16516 7.31597 1.12419
C 0.05254 0.94187 -2.06699
C 0.47880 -0.14262 -1.02165
O -0.69500 -0.79668 -0.68026
O -1.00348 1.75407 -1.59287
H -0.31574 0.38962 -2.93157
H 0.82773 1.67333 -2.29534
H 0.90898 0.32775 -0.13746
H 1.31644 -0.72269 -1.40892
H -0.52777 -1.50715 -0.05667
H -1.68759 1.24631 -1.15041
C -5.62436 0.37026 -3.73934
C -5.33886 -0.72708 -2.68714
O -5.29913 -0.08110 -1.45522
O -5.89120 -0.09960 -5.06763
H -4.69964 0.94437 -3.79749
H -6.53845 0.89917 -3.46957
H -4.35848 -1.17540 -2.84826
H -6.10471 -1.50104 -2.63647
H -6.09010 0.44582 -1.31985
H -6.62988 0.41475 -5.40139
C -2.08485 2.07059 3.71469
C -3.48671 1.67116 3.14839
O -4.37110 1.90458 4.23916
O -1.72054 1.52479 4.96867
H -2.13157 3.07088 4.14519
H -1.28048 2.09375 2.97946
H -3.45845 0.59308 2.99018
H -3.58730 2.01224 2.11802
H -3.79585 1.87897 5.00729
H -0.92921 1.04507 4.71322
C -1.85202 7.15051 -5.67137
C -2.11118 6.11308 -4.50954
O -2.94288 6.65203 -3.51245
O -3.11727 7.41623 -6.23784
H -1.40914 6.72756 -6.57307
H -1.31097 8.06004 -5.41035
H -1.17121 5.95760 -3.98002
H -2.35374 5.12820 -4.90863
H -3.63690 7.11757 -3.98491
H -3.08812 7.63033 -7.17320
C -6.15436 -4.83551 0.86458
C -6.14362 -6.25990 1.34391
O -5.93036 -6.19314 2.78414
O -4.86488 -4.22309 1.07352
H -6.98612 -4.22252 1.21175
H -6.42376 -4.88635 -0.19038
H -5.30924 -6.76496 0.85727
H -7.01046 -6.88079 1.11770
H -5.01689 -5.89949 2.75373
H -4.88332 -3.37596 0.62226
C 3.62315 5.03279 -5.72175
C 4.25505 3.90616 -6.59668
O 3.20843 2.90846 -6.75419
O 3.50576 4.47214 -4.51151
H 2.67674 5.46281 -6.04961
H 4.28324 5.89863 -5.66989
H 5.01853 3.31774 -6.08778
H 4.44926 3.99557 -7.66550
H 2.63813 2.99001 -5.98626
H 3.64135 5.22303 -3.92896
```

The HOMO energy comes out at -9.147 eV. Its HOMO-LUMO gap is 9.25 eV. As for the lowest unoccupied orbital energy: 0.103 eV. The SMILES is COC[C@H](C)N.COC[C@H](C)N.OCCO.OCCO.OCCO.OCCO.OCCO.OCCO.OCCO. The energy above the lowest of the compared OMol25 structures with the same formula, charge and spin is 152.2 kcal per mole. The charge is 0. The maximum force comes out at 4.13 eV/Å.